## w
ORCA calculation (the ωB97M-V functional and the def2-TZVPD basis) on a cluster of 2 separate species, C2H3IN2O in total.

```
! wB97M-V def2-TZVPD RIJCOSX def2/J DEFGRID3
* xyz 0 1
C -1.434 1.032 -0.139
C 1.109 -1.327 0.219
N -0.254 1.037 0.253
N 0.736 1.025 0.776
O 1.909 -1.230 1.086
I 1.760 -1.538 -1.836
H -2.086 1.430 0.571
H -1.763 0.856 -1.167
H 0.023 -1.285 0.236
*
```

Properties
E_HOMO, Eh: -0.334
LUMO level, eV: 0.4
HOMO-LUMO gap, eV: 9.44

List of natural (NBO) charges in e, atom by atom: C -0.490; C 0.307; N 0.060; N -0.014; O -0.464; I -0.025; H 0.226; H 0.241; H 0.159

***

## x
ORCA calculation (the ωB97M-V functional and the def2-TZVPD basis) on a cluster of 3 separate species, C2H3IN2O in total.

```
! wB97M-V def2-TZVPD RIJCOSX def2/J DEFGRID3
* xyz 0 1
N -1.502 1.508 -2.590
N -2.088 2.166 -1.923
O -2.696 2.861 -1.237
C -0.225 -1.511 0.155
C 0.206 -1.249 -0.927
H -0.555 -1.738 1.123
H 0.549 -1.023 -1.892
I 2.397 -0.320 3.733
H 3.913 -0.695 3.558
*
```

Properties
E_HOMO, Eh: -0.372
LUMO level, eV: 0.7
HOMO-LUMO gap, eV: 10.79

List of natural (NBO) charges in e, atom by atom: N -0.103; N 0.439; O -0.336; C -0.234; C -0.228; H 0.229; H 0.232; I -0.097; H 0.097

***

Need the numbers? Relative energies in kJ/mol: w 0.0; x 112.8.

***

## w
ORCA calculation (the ωB97M-V functional and the def2-TZVPD basis) on a cluster of 2 separate species, C6H8N2O4 in total.

```
! wB97M-V def2-TZVPD RIJCOSX def2/J DEFGRID3
* xyz 0 1
O -2.620 -3.867 0.758
C -1.850 -3.021 0.335
C -1.590 -2.728 -1.036
C -0.954 -1.603 -1.502
N -0.490 -0.660 -0.562
C -0.677 -0.814 0.805
O -0.165 -0.041 1.634
N -1.289 -1.972 1.197
H -1.909 -3.466 -1.852
H -0.859 -1.409 -2.598
H 0.099 0.163 -0.823
H -1.651 -1.963 2.141
C 2.344 3.391 -0.085
C 1.299 2.266 0.011
O 0.918 1.568 -0.918
O 1.088 1.993 1.333
H 2.768 3.400 -1.151
H 1.922 4.349 0.229
H 3.196 3.135 0.643
H 0.420 1.282 1.441
*
```

Properties
E_HOMO, Eh: -0.352
LUMO level, eV: 0.3
HOMO-LUMO gap, eV: 9.82

List of natural (NBO) charges in e, atom by atom: O -0.558; C 0.640; C -0.400; C 0.087; N -0.622; C 0.805; O -0.673; N -0.634; H 0.244; H 0.238; H 0.465; H 0.429; C -0.727; C 0.828; O -0.657; O -0.695; H 0.232; H 0.244; H 0.250; H 0.504

***

## x
ORCA calculation (the ωB97M-V functional and the def2-TZVPD basis) on a cluster of 2 separate species, C6H8N2O4 in total.

```
! wB97M-V def2-TZVPD RIJCOSX def2/J DEFGRID3
* xyz 0 1
O -0.499 1.367 -0.620
C -0.870 0.688 0.309
C -0.882 -0.791 0.282
C -1.207 -1.531 1.371
N -1.407 -0.901 2.605
C -1.567 0.463 2.690
O -1.847 0.966 3.776
N -1.277 1.224 1.524
H -0.805 -1.222 -0.692
H -1.239 -2.575 1.359
H -1.446 -1.473 3.487
H -1.348 2.258 1.619
C 2.279 0.406 -3.055
C 1.313 0.177 -1.892
O 0.075 0.293 -1.955
O 1.816 -0.015 -0.625
H 1.887 0.495 -4.010
H 3.109 1.060 -2.786
H 2.967 -0.483 -3.332
H 0.948 -0.408 -0.055
*
```

Properties
E_HOMO, Eh: -0.289
LUMO level, eV: 0.1
HOMO-LUMO gap, eV: 7.99

List of natural (NBO) charges in e, atom by atom: O -0.506; C 0.640; C -0.484; C 0.103; N -0.610; C 0.781; O -0.608; N -0.639; H 0.281; H 0.218; H 0.441; H 0.444; C -0.724; C 0.739; O -0.563; O -0.725; H 0.241; H 0.238; H 0.235; H 0.498

***

Need the numbers? Relative energies in kJ/mol: w 0.0; x 355.4.

***

## w
ORCA calculation (the ωB97M-V functional and the def2-TZVPD basis) on a structure of composition C50H49N7O2STeTi.

```
! wB97M-V def2-TZVPD RIJCOSX def2/J DEFGRID3
* xyz 1 2
Ti -0.565 1.366 -0.996
N 2.075 4.485 0.697
C 1.208 3.691 0.030
S 0.094 2.716 0.934
N 1.281 3.675 -1.276
N 0.216 3.074 -1.864
C 0.405 2.342 -2.931
C 1.746 1.776 -3.160
C 2.629 2.121 -4.168
C 3.930 1.634 -4.142
C 4.332 0.834 -3.082
C 3.448 0.471 -2.073
C 2.131 0.907 -2.124
O 1.195 0.514 -1.224
H 2.206 4.349 1.682
H 2.802 4.936 0.168
H -0.447 2.201 -3.591
H 2.310 2.794 -4.954
H 4.628 1.898 -4.924
H 5.355 0.480 -3.035
H 3.780 -0.142 -1.247
C -0.601 6.528 -3.109
C -1.137 6.097 -1.775
C -0.876 6.835 -0.621
C -1.382 6.403 0.589
C -2.122 5.232 0.625
C -2.310 4.550 -0.565
N -1.857 4.978 -1.742
C -3.142 3.315 -0.628
C -4.432 3.377 -0.120
C -5.304 2.330 -0.341
C -4.883 1.275 -1.126
C -3.575 1.264 -1.579
N -2.689 2.224 -1.275
C -3.091 0.181 -2.473
C -4.003 -0.543 -3.227
C -3.538 -1.515 -4.090
C -2.177 -1.722 -4.173
C -1.309 -0.953 -3.405
C 0.162 -1.189 -3.535
N -1.761 -0.006 -2.562
H -1.006 7.499 -3.400
H 0.486 6.618 -3.073
H -0.869 5.794 -3.866
H -0.284 7.739 -0.684
H -1.194 6.962 1.496
H -2.504 4.833 1.555
H -4.744 4.267 0.407
H -6.309 2.352 0.059
H -5.547 0.452 -1.340
H -5.058 -0.328 -3.163
H -4.226 -2.091 -4.694
H -1.766 -2.469 -4.838
H 0.641 -1.198 -2.561
H 0.634 -0.393 -4.114
H 0.348 -2.134 -4.043
C 6.756 -1.544 1.572
C 5.280 -1.477 1.298
C 4.444 -0.662 2.044
C 3.070 -0.611 1.826
C 2.233 0.286 2.684
C 2.537 -1.400 0.810
Te 0.477 -1.792 0.471
N -0.833 -0.276 0.356
C -2.114 -0.572 0.742
O -2.890 0.338 1.005
C -2.623 -1.987 0.767
C -2.472 -2.817 -0.341
C -2.967 -4.115 -0.316
C -3.603 -4.590 0.821
C -3.779 -3.754 1.919
C -3.308 -2.453 1.885
C 0.075 -2.492 2.442
C 0.359 -3.857 2.603
C 0.933 -4.708 1.497
C 0.115 -4.455 3.831
C -0.396 -3.736 4.902
C -0.645 -4.387 6.234
C -0.661 -2.389 4.712
C -0.445 -1.736 3.501
C -0.828 -0.275 3.470
C 3.356 -2.211 0.001
C 2.876 -2.991 -1.201
C 4.716 -2.236 0.278
H 7.072 -0.745 2.240
H 7.330 -1.469 0.648
H 7.013 -2.496 2.040
H 4.866 -0.040 2.825
H 2.844 1.081 3.109
H 1.794 -0.275 3.511
H 1.437 0.755 2.108
H -1.994 -2.439 -1.239
H -2.861 -4.750 -1.187
H -3.978 -5.604 0.848
H -4.291 -4.119 2.799
H -3.460 -1.791 2.727
H 0.287 -4.719 0.615
H 1.045 -5.737 1.832
H 1.925 -4.357 1.199
H 0.332 -5.510 3.952
H -0.482 -5.462 6.187
H -1.667 -4.210 6.569
H 0.023 -3.977 6.993
H -1.056 -1.807 5.539
H -0.463 0.214 4.373
H -1.915 -0.172 3.468
H -0.455 0.269 2.612
H 2.407 -2.328 -1.930
H 2.166 -3.782 -0.955
H 3.727 -3.460 -1.691
H 5.359 -2.853 -0.340
*
```

Properties
E_HOMO (alpha / beta), Eh: -0.356 / -0.362
LUMO level (alpha / beta), eV: -2.7 / -2.8
HOMO-LUMO gap (alpha / beta), eV: 6.99 / 7.10

Mulliken population analysis, charges in e, atoms 1 to 99: Ti -0.271; N -0.483; C 0.844; S -0.704; N -1.155; N 0.647; C -0.680; C -0.043; C -0.677; C -1.030; C -0.699; C -1.320; C 0.822; O 2.030; H 0.240; H 0.260; H 0.683; H 0.531; H 0.404; H 0.482; H 0.390; C -1.629; C 0.723; C -0.519; C -0.824; C -0.427; C 0.525; N -0.409; C 0.590; C -0.586; C -1.309; C -1.056; C 0.455; N 0.572; C 0.901; C -1.154; C -1.139; C -0.825; C 0.133; C -0.729; N 1.554; H 0.471; H 0.326; H 0.304; H 0.451; H 0.448; H 0.481; H 0.527; H 0.440; H 0.404; H 0.513; H 0.456; H 0.567; H -0.522; H 0.296; H 0.595; C -1.687; C 0.513; C -0.868; C 1.201; C -1.423; C 0.882; Te -0.293; N 0.808; C 0.330; O -0.649; C -0.115; C 0.748; C -1.116; C -0.623; C -0.835; C -0.448; C 1.066; C 0.458; C -1.682; C -0.996; C 0.421; C -1.675; C -1.158; C 1.169; C -1.472; C 0.588; C -1.192; C -1.016; H 0.388; H 0.387; H 0.317; H 0.429; H 0.544; H 0.286; H -0.454; H 0.457; H 0.478; H 0.453; H 0.464; H 0.469; H 0.244; H 0.546; H 0.187

***

## x
ORCA calculation (the ωB97M-V functional and the def2-TZVPD basis) on a structure of composition C50H49N7O2STeTi.

```
! wB97M-V def2-TZVPD RIJCOSX def2/J DEFGRID3
* xyz 1 2
Ti -1.044 1.225 1.389
N -5.396 1.402 2.287
C -4.108 0.994 2.116
S -3.365 1.241 0.561
N -3.523 0.428 3.126
N -2.203 0.082 2.812
C -1.822 -0.964 3.456
C -0.526 -1.599 3.368
C -0.250 -2.713 4.171
C 0.971 -3.350 4.106
C 1.944 -2.870 3.225
C 1.689 -1.777 2.420
C 0.447 -1.144 2.480
O 0.180 -0.123 1.671
H -5.944 1.567 1.461
H -5.880 1.046 3.096
H -2.557 -1.407 4.125
H -1.018 -3.070 4.850
H 1.173 -4.213 4.725
H 2.909 -3.359 3.171
H 2.436 -1.390 1.737
C -3.671 4.281 1.670
C -2.437 4.454 0.835
C -2.412 5.415 -0.177
C -1.239 5.667 -0.849
C -0.087 4.992 -0.462
C -0.194 4.039 0.521
N -1.356 3.732 1.131
C 0.987 3.354 1.118
C 2.301 3.679 0.833
C 3.300 3.118 1.607
C 2.959 2.318 2.687
C 1.622 2.040 2.915
N 0.669 2.506 2.103
C 1.144 1.336 4.141
C 1.970 0.528 4.905
C 1.450 -0.024 6.066
C 0.148 0.270 6.422
C -0.615 1.096 5.597
C -2.027 1.462 5.958
N -0.120 1.601 4.470
H -3.953 5.248 2.090
H -3.494 3.583 2.484
H -4.504 3.916 1.072
H -3.317 5.962 -0.407
H -1.200 6.399 -1.645
H 0.861 5.210 -0.930
H 2.541 4.373 0.040
H 4.338 3.354 1.411
H 3.719 1.955 3.362
H 2.983 0.309 4.599
H 2.058 -0.672 6.683
H -0.288 -0.137 7.325
H -2.038 2.036 6.886
H -2.638 0.571 6.117
H -2.479 2.054 5.167
C 5.820 -4.123 -3.597
C 4.596 -3.402 -3.098
C 3.677 -4.036 -2.270
C 2.544 -3.390 -1.794
C 1.593 -4.154 -0.902
C 2.332 -2.054 -2.179
Te 0.716 -1.043 -1.236
N -0.551 1.333 -0.368
C -1.201 1.340 -1.592
O -2.107 0.585 -1.910
C -0.674 2.293 -2.635
C 0.634 2.763 -2.596
C 1.113 3.593 -3.601
C 0.272 3.979 -4.636
C -1.041 3.518 -4.674
C -1.507 2.666 -3.686
C -0.756 -2.212 -2.164
C -0.770 -2.393 -3.549
C 0.101 -1.628 -4.514
C -1.690 -3.298 -4.072
C -2.591 -3.978 -3.268
C -3.580 -4.947 -3.853
C -2.593 -3.711 -1.899
C -1.702 -2.821 -1.328
C -1.780 -2.515 0.146
C 3.247 -1.383 -2.994
C 3.095 0.059 -3.415
C 4.361 -2.081 -3.449
H 5.945 -5.083 -3.099
H 6.717 -3.528 -3.427
H 5.749 -4.307 -4.671
H 3.847 -5.068 -1.980
H 2.000 -5.135 -0.666
H 0.626 -4.296 -1.387
H 1.414 -3.639 0.048
H 1.273 2.471 -1.769
H 2.138 3.944 -3.576
H 0.639 4.634 -5.415
H -1.695 3.816 -5.484
H -2.516 2.275 -3.708
H 0.432 -0.677 -4.101
H -0.466 -1.404 -5.417
H 0.981 -2.205 -4.800
H -1.715 -3.448 -5.146
H -3.446 -5.052 -4.928
H -4.602 -4.612 -3.667
H -3.473 -5.933 -3.396
H -3.323 -4.200 -1.262
H -2.634 -3.014 0.598
H -1.912 -1.437 0.297
H -0.882 -2.840 0.682
H 2.309 0.581 -2.868
H 2.848 0.129 -4.476
H 4.026 0.604 -3.259
H 5.071 -1.566 -4.089
*
```

Properties
E_HOMO (alpha / beta), Eh: -0.371 / -0.371
LUMO level (alpha / beta), eV: -2.6 / -4.8
HOMO-LUMO gap (alpha / beta), eV: 7.53 / 5.32

Mulliken population analysis, charges in e, atoms 1 to 99: Ti -1.713; N -0.345; C 0.336; S -0.454; N -1.556; N 1.836; C -1.413; C 0.599; C -0.809; C -0.983; C -0.871; C -0.972; C 1.611; O 1.872; H 0.260; H 0.246; H 0.335; H 0.477; H 0.428; H 0.512; H 0.464; C -1.681; C 1.010; C -0.734; C -0.868; C -0.294; C 0.704; N 0.158; C 0.152; C -0.516; C -1.275; C -0.892; C 0.561; N 0.558; C 0.843; C -0.577; C -0.862; C -0.652; C 0.875; C -1.376; N -0.195; H 0.596; H -0.040; H 0.334; H 0.469; H 0.513; H 0.344; H 0.470; H 0.515; H 0.451; H 0.331; H 0.456; H 0.475; H 0.494; H 0.313; H 0.045; C -1.630; C 0.510; C -0.964; C 0.664; C -1.166; C 0.413; Te -0.143; N 1.467; C -1.059; O -0.565; C 0.904; C 0.133; C -1.397; C -0.601; C -0.862; C -0.283; C 0.855; C 0.541; C -1.694; C -1.035; C 0.710; C -1.588; C -0.950; C 0.935; C -0.720; C 1.078; C -1.498; C -0.745; H 0.354; H 0.381; H 0.328; H 0.360; H 0.502; H 0.256; H 0.027; H 0.824; H 0.501; H 0.458; H 0.437; H 0.523; H -0.097; H 0.559; H 0.353

***

Need the numbers? Relative energies in kJ/mol: w 24.8; x 0.0.

***

## w
ORCA calculation (the ωB97M-V functional and the def2-TZVPD basis) on a cluster of 2 separate species, C6H12O3 in total.

```
! wB97M-V def2-TZVPD RIJCOSX def2/J DEFGRID3
* xyz 0 1
C -0.928 -1.834 -0.930
C -1.146 -1.242 0.239
C -2.439 -0.629 0.668
O -0.225 -1.549 1.279
O -0.229 -0.626 2.359
H 0.020 -2.286 -1.159
H -1.698 -1.879 -1.676
H -2.909 -1.225 1.454
H -3.115 -0.560 -0.178
H -2.243 0.372 1.050
H -0.846 -1.006 3.001
C 1.427 2.436 -1.063
C 0.973 1.158 -0.404
C 2.037 0.111 -0.240
O -0.185 0.988 -0.096
H 2.143 2.925 -0.415
H 0.588 3.105 -1.234
H 1.921 2.218 -2.002
H 3.023 0.560 -0.140
H 2.029 -0.522 -1.129
H 1.803 -0.517 0.618
*
```

Properties
E_HOMO, Eh: -0.313
LUMO level, eV: 0.9
HOMO-LUMO gap, eV: 9.41

List of natural (NBO) charges in e, atom by atom: C -0.526; C 0.362; C -0.683; O -0.286; O -0.438; H 0.205; H 0.209; H 0.210; H 0.228; H 0.247; H 0.458; C -0.715; C 0.615; C -0.738; O -0.549; H 0.228; H 0.231; H 0.226; H 0.218; H 0.241; H 0.258

***

## x
ORCA calculation (the ωB97M-V functional and the def2-TZVPD basis) on a cluster of 3 separate species, C6H12O3 in total.

```
! wB97M-V def2-TZVPD RIJCOSX def2/J DEFGRID3
* xyz 0 1
C 0.622 1.824 -2.304
C 0.869 1.166 -1.173
O 1.972 0.393 -0.981
C 0.087 1.359 0.100
C -1.399 1.505 -0.049
O 0.656 1.468 1.160
H -0.194 2.516 -2.393
H 1.265 1.725 -3.166
H 2.507 0.374 -1.785
H -1.804 0.553 -0.395
H -1.840 1.746 0.913
H -1.655 2.263 -0.782
C -0.216 -2.315 -0.321
O -1.280 -1.708 -0.377
H -0.189 -3.411 -0.208
H 0.700 -1.871 -0.752
C -0.032 -1.496 2.554
H -1.109 -1.521 2.465
H 0.359 -0.495 2.458
H 0.313 -2.003 3.452
H 0.370 -2.074 1.586
*
```

Properties
E_HOMO, Eh: -0.350
LUMO level, eV: 0.5
HOMO-LUMO gap, eV: 10.03

List of natural (NBO) charges in e, atom by atom: C -0.488; C 0.222; O -0.666; C 0.550; C -0.725; O -0.517; H 0.215; H 0.199; H 0.481; H 0.269; H 0.234; H 0.226; C 0.247; O -0.534; H 0.125; H 0.137; C -0.812; H 0.215; H 0.239; H 0.212; H 0.172

***

## y
ORCA calculation (the ωB97M-V functional and the def2-TZVPD basis) on the molecule C6H12O3.

```
! wB97M-V def2-TZVPD RIJCOSX def2/J DEFGRID3
* xyz 0 1
C -1.332 0.756 1.014
C -1.672 -0.061 -0.142
C -0.576 -1.140 -0.486
C -0.925 2.168 0.908
C 1.846 -1.222 -1.267
C 0.686 -0.310 -0.843
O 1.013 0.305 0.660
O 1.407 -0.745 1.594
O 0.464 0.723 -1.556
H 2.370 -0.662 1.571
H -1.815 0.479 1.952
H -1.576 0.575 -1.049
H -2.612 -0.593 0.027
H -0.920 -1.716 -1.346
H -0.383 -1.799 0.360
H -0.537 2.388 -0.086
H -1.723 2.828 1.264
H -0.079 2.312 1.591
H 2.014 -2.031 -0.557
H 1.612 -1.650 -2.242
H 2.738 -0.606 -1.365
*
```

Properties
E_HOMO, Eh: -0.294
LUMO level, eV: -1.5
HOMO-LUMO gap, eV: 6.54

List of natural (NBO) charges in e, atom by atom: C 0.387; C -0.574; C -0.406; C -0.738; C -0.673; C 0.558; O -0.361; O -0.495; O -0.801; H 0.461; H 0.191; H 0.295; H 0.250; H 0.221; H 0.220; H 0.282; H 0.247; H 0.280; H 0.206; H 0.225; H 0.225

***

Need the numbers? Relative energies in kJ/mol: w 141.0; x 0.0; y 367.8.